[1]
A structure of composition H22NeO11 in a non-equilibrium geometry. Source: the OMol25 dataset; level of theory: the ωB97M-V functional and the def2-TZVPD basis.

```
34
H22NeO11 (the ωB97M-V functional and the def2-TZVPD basis)
Ne 18.123 -18.190 0.792
O 19.491 -20.283 2.706
H 18.682 -20.483 3.177
H 19.734 -19.407 3.008
O 17.722 -22.427 -0.192
H 18.150 -21.644 -0.539
H 17.242 -22.789 -0.937
O 18.918 -20.536 -1.929
H 18.417 -19.967 -2.512
H 19.607 -19.973 -1.576
O 15.778 -18.124 2.462
H 16.108 -18.987 2.211
H 16.550 -17.652 2.773
O 21.149 -18.637 -1.254
H 21.723 -19.111 -1.855
H 20.650 -18.044 -1.817
O 16.116 -21.174 1.669
H 16.537 -21.364 2.507
H 16.622 -21.673 1.027
O 20.384 -17.974 3.605
H 20.921 -18.417 4.262
H 20.992 -17.774 2.893
O 15.135 -15.552 0.908
H 15.594 -16.345 1.187
H 14.613 -15.829 0.155
O 21.648 -17.041 1.261
H 21.636 -17.761 0.630
H 22.567 -16.958 1.513
O 17.806 -16.477 3.716
H 18.628 -16.927 3.522
H 17.847 -16.294 4.654
O 17.341 -14.348 -0.542
H 16.587 -14.741 -0.103
H 18.013 -14.295 0.137
```

For the relative energy (zero: lowest compared OMol25 entry of this formula, charge and spin), the calculation gives 13.67 kcal/mol. The calculation puts the HOMO-LUMO gap at 10.414 eV.

[2]
The molecule C4H3ClF2 in a non-equilibrium geometry. Source: the OMol25 dataset; level of theory: the ωB97M-V functional and the def2-TZVPD basis.

```
10
C4H3ClF2 (the ωB97M-V functional and the def2-TZVPD basis)
C -2.801 -1.045 0.305
C -1.810 -0.192 -0.174
F -1.845 1.188 -0.321
C -0.351 -0.767 -0.175
C 0.787 0.016 0.044
F 0.546 1.340 0.383
Cl 2.573 -0.378 -0.056
H -2.826 -2.115 0.548
H -3.860 -0.458 0.168
H -0.314 -1.823 -0.319
```

For the relative energy (zero: lowest compared OMol25 entry of this formula, charge and spin), the calculation gives 34.89 kcal/mol. The SMILES is C=C(F)/C=C(\F)Cl. The calculation puts the HOMO-LUMO gap at 9.488 eV.

[3]
A cluster of 2 separate species, C15H24IN2O6P in total in a non-equilibrium geometry. Source: the OMol25 dataset; level of theory: the ωB97M-V functional and the def2-TZVPD basis.

```
49
C15H24IN2O6P (the ωB97M-V functional and the def2-TZVPD basis)
O 0.533 -1.176 1.104
C 1.834 -1.205 0.698
I 3.171 -2.192 2.191
C 2.376 -0.538 -0.712
C 1.928 -1.327 -2.073
N 2.977 -2.289 -2.629
P 3.810 -3.222 -1.371
O 3.519 -4.926 -1.690
O 5.532 -2.859 -1.450
C 1.746 -0.195 -3.294
O 1.203 1.022 -3.103
O 2.120 -0.491 -4.717
C 0.455 -2.096 -1.961
C 0.271 -3.577 -1.206
C -1.214 -4.327 -1.042
C -2.585 -3.664 -1.655
C -2.441 -2.215 -2.408
C -0.963 -1.444 -2.544
H 3.562 -0.458 -0.590
H 2.011 0.599 -0.667
H 3.752 -1.758 -3.129
H 4.378 -5.367 -2.024
H 5.677 -2.071 -0.816
H 1.170 -4.162 -0.709
H -1.266 -5.364 -0.473
H -3.591 -4.244 -1.497
H -3.447 -1.749 -2.850
H -1.008 -0.396 -3.073
C -2.985 2.083 1.752
N -1.503 2.464 1.768
C -0.858 1.901 0.502
C -0.832 1.839 2.979
C -1.322 4.004 1.748
C -1.877 4.738 2.981
O -3.275 4.531 3.119
H -3.061 1.020 1.502
H -3.409 2.235 2.747
H -3.495 2.685 0.996
H -0.975 0.814 0.504
H 0.203 2.168 0.507
H -1.361 2.337 -0.366
H -1.335 2.186 3.885
H 0.219 2.136 2.982
H -0.924 0.751 2.902
H -1.826 4.359 0.841
H -0.246 4.195 1.656
H -1.707 5.814 2.864
H -1.376 4.418 3.899
H -3.567 5.011 3.921
```

For the relative energy (zero: lowest compared OMol25 entry of this formula, charge and spin), the calculation gives 189.21 kcal/mol. The calculation puts the HOMO-LUMO gap at 5.996 eV.

[4]
The ion C5H8N2 with charge +2 in a non-equilibrium geometry. Source: the OMol25 dataset; level of theory: the ωB97M-V functional and the def2-TZVPD basis.

```
15
C5H8N2 (the ωB97M-V functional and the def2-TZVPD basis)
C 2.188 0.564 0.200
N 0.997 0.213 0.010
C -0.177 1.429 -0.121
N -1.387 1.066 -0.008
C -1.820 -0.206 0.165
C -0.998 -1.274 0.118
C 0.404 -1.180 -0.106
H 2.879 -0.280 0.082
H 2.559 1.593 0.429
H 0.263 2.330 -0.248
H -2.069 1.877 -0.060
H -2.941 -0.305 0.350
H -1.209 -2.322 -0.154
H 0.819 -1.962 0.450
H 0.491 -1.541 -1.107
```

Its net charge is +2. For the relative energy (zero: lowest compared OMol25 entry of this formula, charge and spin), the calculation gives 29.64 kcal/mol. The SMILES is C=[N+]1C=[NH+]C=CC1. The calculation puts the HOMO-LUMO gap at 8.396 eV.

[5]
A structure of composition C26H25HgN7O8P2. Source: the OMol25 dataset; level of theory: the ωB97M-V functional and the def2-TZVPD basis.

```
69
C26H25HgN7O8P2 (the ωB97M-V functional and the def2-TZVPD basis)
Hg 0.209 -0.222 0.198
C -0.067 2.022 -3.800
C -0.641 3.279 -3.552
C -1.038 3.593 -2.283
C -0.879 2.661 -1.215
N -0.285 1.461 -1.474
C 0.090 1.175 -2.734
N -1.351 3.058 -0.017
C -1.431 2.355 1.114
N -1.065 1.057 1.401
C -1.445 0.728 2.686
N -1.390 -0.433 3.347
C -0.912 -1.620 2.943
C -1.048 -2.693 3.879
C -0.587 -3.944 3.592
C 0.035 -4.180 2.351
C 0.135 -3.123 1.487
N -0.325 -1.885 1.739
C -2.034 1.901 3.283
C -2.542 2.149 4.560
C -3.032 3.410 4.834
C -3.033 4.421 3.850
C -2.541 4.181 2.583
C -2.030 2.912 2.304
H 0.279 1.732 -4.783
H -0.767 3.991 -4.359
H -1.492 4.543 -2.040
H 0.557 0.209 -2.880
H -1.526 -2.458 4.820
H -0.689 -4.746 4.314
H 0.433 -5.150 2.083
H 0.618 -3.254 0.523
H -2.544 1.365 5.308
H -3.424 3.630 5.821
H -3.428 5.401 4.098
H -2.546 4.947 1.816
C 4.556 2.160 -0.784
C 4.139 0.881 -0.056
O 5.268 0.247 0.577
P 3.110 1.298 1.401
O 4.172 2.042 2.352
O 2.196 2.504 0.907
O 2.386 0.207 2.067
P 3.293 -0.263 -1.283
O 4.458 -1.432 -1.317
O 3.179 0.417 -2.585
O 2.086 -0.977 -0.695
H 4.982 2.874 -0.080
H 3.687 2.601 -1.268
H 5.283 1.917 -1.557
H 5.420 -0.590 0.115
H 4.879 1.421 2.578
H 1.342 2.502 1.367
H 4.012 -2.283 -1.421
N -1.527 -5.229 -4.703
C -0.755 -4.531 -3.821
O 0.403 -4.840 -3.624
C -1.405 -3.392 -3.100
C -2.721 -2.985 -3.269
C -3.205 -1.930 -2.516
C -2.361 -1.314 -1.610
N -1.093 -1.685 -1.450
C -0.631 -2.691 -2.181
H -1.076 -5.953 -5.232
H -2.451 -4.944 -4.964
H -3.380 -3.468 -3.981
H -4.224 -1.586 -2.628
H -2.697 -0.490 -0.987
H 0.411 -2.961 -2.052
```

Its net charge is -1. For the relative energy (zero: lowest compared OMol25 entry of this formula, charge and spin), the calculation gives 5.48 kcal/mol. The calculation puts the HOMO-LUMO gap (spin up / spin down) at 4.250 / 6.514 eV. As for the spin multiplicity: 2.

[6]
A structure of composition C19H15IrN7O2 in a non-equilibrium geometry. Source: the OMol25 dataset; level of theory: the ωB97M-V functional and the def2-TZVPD basis.

```
44
C19H15IrN7O2 (the ωB97M-V functional and the def2-TZVPD basis)
Ir 0.000 -1.138 -0.434
C 4.061 -2.551 -0.459
C 4.866 -1.414 -0.356
C 4.267 -0.182 -0.401
C 2.850 -0.068 -0.473
N 2.073 -1.209 -0.510
C 2.686 -2.387 -0.560
N 2.362 1.148 -0.486
C 1.122 1.584 -0.512
N 0.000 0.770 -0.576
C -1.121 1.584 -0.512
N -2.362 1.148 -0.486
C -2.850 -0.068 -0.473
C -4.267 -0.182 -0.401
C -4.866 -1.414 -0.356
C -4.061 -2.551 -0.459
C -2.686 -2.387 -0.560
N -2.073 -1.209 -0.510
C -0.722 2.943 -0.446
C -1.438 4.139 -0.382
C -0.711 5.310 -0.339
C 0.711 5.310 -0.339
C 1.438 4.139 -0.382
C 0.722 2.943 -0.446
H 4.477 -3.544 -0.458
H 5.936 -1.506 -0.247
H 4.824 0.741 -0.387
H 2.051 -3.261 -0.661
H -4.824 0.741 -0.387
H -5.936 -1.506 -0.247
H -4.477 -3.544 -0.458
H -2.050 -3.261 -0.661
H -2.515 4.141 -0.355
H -1.224 6.260 -0.292
H 1.224 6.260 -0.292
H 2.515 4.141 -0.355
N 0.000 -1.265 2.118
N 0.000 -2.642 2.338
C 0.000 -3.569 1.289
O 0.000 -4.744 1.532
O 0.000 -3.050 0.106
H 0.839 -0.820 2.498
H -0.839 -0.819 2.498
H 0.000 -3.012 3.281
```

Its net charge is +2. For the relative energy (zero: lowest compared OMol25 entry of this formula, charge and spin), the calculation gives 0.00 kcal/mol. The calculation puts the HOMO-LUMO gap (spin up / spin down) at 4.450 / 4.459 eV. As for the spin multiplicity: 2.